1.
# C43H47MgN4O4P3S2

C43H47MgN4O4P3S2 as an isolated structure (the ωB97M-V functional and the def2-TZVPD basis, the OMol25 dataset).

Positions of all 104 atoms, in Å:
Mg 1.14516 -0.04512 0.00967
N 1.39984 -1.61903 -1.30454
C 2.13145 -2.71887 -0.69704
C 2.56326 -3.79341 -1.68622
C 1.39873 -4.55797 -2.34224
C 0.66137 -5.51452 -1.39865
N 0.00609 -4.85423 -0.26039
C -0.91954 -3.88828 -0.32411
N -1.63552 -3.67460 -1.43314
N -1.14160 -3.11451 0.74023
C 3.18073 -2.04568 0.21935
O 4.21817 -2.71456 0.46499
O 2.75170 -0.94252 0.67274
H 0.28247 -1.84009 -1.73569
H 1.82312 -1.24736 -2.19765
H 1.49778 -3.16683 0.06450
H 3.22631 -4.51330 -1.19085
H 3.16697 -3.32953 -2.47732
H 1.81386 -5.15839 -3.16155
H 0.69896 -3.85537 -2.80503
H 1.37440 -6.23475 -0.98135
H -0.09445 -6.09702 -1.93603
H 0.40898 -5.02839 0.65403
H -1.51472 -4.26886 -2.24114
H -2.33449 -2.94678 -1.47357
H -0.45942 -3.08642 1.49369
H -1.75640 -2.31395 0.69563
O 1.90972 0.84056 1.62669
P 1.33498 0.90067 3.02487
C -0.10655 2.03241 2.91792
P -0.22451 2.69078 1.19533
O -0.08749 1.46663 0.31705
C 1.10092 3.87996 1.02392
C 1.28079 4.93126 1.93515
C 2.33532 5.83273 1.77688
C 3.22207 5.69163 0.71132
C 3.05776 4.64850 -0.19728
C 2.00336 3.74923 -0.04028
C -1.82246 3.48532 1.06369
C -2.98174 2.72948 1.29789
C -4.24750 3.31152 1.21329
C -4.37247 4.65796 0.87964
C -3.23445 5.41567 0.61820
C -1.96803 4.83248 0.70281
C 2.44987 1.63961 4.21333
C 3.49220 2.45819 3.75426
C 4.37696 3.05777 4.65062
C 4.23372 2.84153 6.01886
C 3.20528 2.02824 6.48995
C 2.31601 1.43280 5.59300
C 0.79995 -0.69525 3.62752
C -0.29686 -0.86499 4.48368
C -0.66338 -2.13921 4.92423
C 0.06616 -3.25608 4.52157
C 1.16134 -3.10226 3.67606
C 1.52311 -1.83085 3.23103
H -0.03091 2.84892 3.64015
H -1.02504 1.47648 3.11507
H 0.59913 5.05980 2.77181
H 2.46828 6.64545 2.48686
H 4.04528 6.39083 0.58957
H 3.75296 4.52652 -1.02372
H 1.89164 2.91947 -0.73895
H -2.89982 1.66809 1.52668
H -5.13552 2.71137 1.39297
H -5.35753 5.11117 0.80470
H -3.33146 6.46121 0.33452
H -1.10083 5.44263 0.46442
H 3.62106 2.62203 2.68429
H 5.18242 3.68514 4.27757
H 4.92925 3.29936 6.71733
H 3.10129 1.84992 7.55747
H 1.53015 0.79407 5.98637
H -0.87775 -0.01216 4.82204
H -1.52066 -2.26323 5.58123
H -0.22054 -4.24741 4.86285
H 1.73143 -3.97061 3.35576
H 2.37326 -1.71800 2.55863
S -3.26736 1.43184 -2.13328
P -2.08802 0.08937 -3.00069
S -0.61492 -0.02608 -1.67259
C -1.59097 0.59362 -4.70011
C -2.57779 0.77645 -5.68287
C -2.22832 1.14201 -6.98369
C -0.88868 1.33362 -7.31687
C 0.10057 1.16267 -6.34970
C -0.24793 0.79467 -5.04847
C -2.85770 -1.54990 -3.33203
C -2.06040 -2.60375 -3.80791
C -2.62107 -3.85115 -4.08573
C -3.98509 -4.06062 -3.88963
C -4.78733 -3.02486 -3.41357
C -4.22755 -1.77604 -3.13624
H -3.62484 0.63909 -5.42131
H -3.00375 1.28345 -7.73059
H -0.61591 1.62474 -8.32669
H 1.14523 1.32198 -6.60069
H 0.53130 0.67396 -4.29938
H -0.99373 -2.44427 -3.95139
H -1.98980 -4.65735 -4.44719
H -4.42122 -5.03267 -4.09911
H -5.84888 -3.18560 -3.24898
H -4.86069 -0.97755 -2.75656
H 0.14148 -1.07464 1.04812

Atoms 1-6, force components in eV/Å:
Mg -0.110 -0.467 1.602
N -2.877 -1.556 -3.408
C 0.303 0.399 -0.255
C 0.237 -0.157 0.082
C 0.328 0.037 0.041
C -0.175 0.182 -0.166

**HOMO**: -6.064 eV
**2S+1**: 1
**Kohn-Sham gap**: 6.39 eV

Here are the Löwdin charges for atoms 1 to 5, given in e: 0.298, -0.151, -0.323, -0.137, -0.181

***

2.
# C43H47N4P2PdSi2

C43H47N4P2PdSi2 as an isolated structure (the ωB97M-V functional and the def2-TZVPD basis, the OMol25 dataset).

Positions of all 99 atoms, in Å:
Pd -0.92021 0.36658 -0.09595
C -2.40438 2.23342 3.16866
Si -1.55564 0.57667 3.34377
C -0.46069 0.62399 4.86815
C -2.84496 -0.77372 3.49332
N -0.53889 0.25415 1.95831
P 1.03136 0.14082 1.71705
C 1.33840 0.07538 0.00307
P 1.17752 0.31298 -1.71588
N -0.37009 0.31999 -2.09211
Si -1.34996 -0.08503 -3.48321
C -2.58480 1.28712 -3.78128
C -2.25369 -1.69559 -3.17392
C -0.22772 -0.26887 -4.97413
C 1.98676 1.89806 -1.99300
C 1.38113 2.82790 -2.83224
C 1.99364 4.05104 -3.06555
C 3.20546 4.34392 -2.45627
C 3.80844 3.41804 -1.61279
C 3.20189 2.19524 -1.38007
C 2.08860 -0.93726 -2.62538
C 3.05096 -0.59148 -3.56842
C 3.68018 -1.58349 -4.30819
C 3.35063 -2.91472 -4.10505
C 2.39169 -3.26311 -3.16042
C 1.76051 -2.27766 -2.42342
C 1.95159 1.56132 2.32659
C 1.72633 2.79515 1.71756
C 2.37026 3.92715 2.18518
C 3.23600 3.83521 3.26834
C 3.45537 2.61171 3.88422
C 2.81413 1.47357 3.41593
C 1.75073 -1.35447 2.41230
C 3.10200 -1.63812 2.21563
C 3.63811 -2.81690 2.70096
C 2.82616 -3.72356 3.37525
C 1.47940 -3.45155 3.55980
C 0.94013 -2.26727 3.07595
H -2.92649 2.47863 4.09652
H -3.13965 2.24904 2.36335
H -1.67604 3.02519 2.97854
H -1.09531 0.60726 5.75781
H 0.12803 1.54299 4.90374
H 0.22657 -0.22038 4.94618
H -3.41417 -0.63925 4.41576
H -2.40682 -1.77399 3.52182
H -3.55300 -0.74569 2.66275
H -3.26759 1.40362 -2.93823
H -3.18693 1.06872 -4.66560
H -2.09314 2.24895 -3.94299
H -3.12096 -1.56592 -2.52474
H -1.59508 -2.43962 -2.71907
H -2.60921 -2.10683 -4.12154
H 0.41961 0.59641 -5.13299
H -0.85044 -0.37771 -5.86579
H 0.40509 -1.15541 -4.90617
H 0.42532 2.59881 -3.28863
H 1.52469 4.77438 -3.71914
H 3.68185 5.29846 -2.63686
H 4.74993 3.65083 -1.13346
H 3.66595 1.47358 -0.71811
H 3.30639 0.44745 -3.73381
H 4.42491 -1.31339 -5.04460
H 3.84073 -3.68622 -4.68378
H 2.13555 -4.30278 -3.00529
H 1.00102 -2.55025 -1.69816
H 1.04803 2.87381 0.87292
H 2.19584 4.88192 1.70713
H 3.73619 4.72183 3.63449
H 4.12324 2.54064 4.73209
H 2.98156 0.52407 3.90806
H 3.73011 -0.93975 1.67457
H 4.68735 -3.03420 2.55299
H 3.24868 -4.64484 3.75371
H 0.84633 -4.15852 4.07944
H -0.11339 -2.05679 3.20780
C -1.97888 -5.23177 0.46461
C -3.27646 -4.72174 0.39648
C -3.49967 -3.37146 0.27270
C -2.39291 -2.47955 0.20545
C -1.07488 -3.01920 0.27973
C -0.87907 -4.36789 0.40926
N -2.51285 -1.16120 0.07036
N -3.83146 -0.68025 0.02532
C -3.82106 0.63622 -0.10652
C -5.06559 1.33709 -0.16986
C -5.07793 2.69397 -0.33489
C -3.87468 3.41017 -0.44997
C -2.64566 2.75267 -0.39135
C -2.61075 1.39226 -0.20731
H -1.82199 -6.29733 0.56137
H -4.11864 -5.39862 0.44204
H -4.49619 -2.96089 0.21935
H -0.23627 -2.33444 0.25155
H 0.12489 -4.76671 0.47730
H -5.97319 0.75469 -0.08672
H -6.01684 3.22801 -0.38441
H -3.90369 4.48286 -0.58817
H -1.72727 3.32149 -0.48978

Atoms 1-6, force components in eV/Å:
Pd 0.206 -0.067 0.121
C 0.042 -0.080 0.013
Si 0.009 0.017 0.088
C -0.127 0.005 -0.026
C 0.083 0.057 -0.021
N -0.173 0.199 0.001

**HOMO (alpha / beta)**: -9.626 / -11.004 eV
**Total charge**: +1
**2S+1**: 5
**Expectation value of S²**: 6.093
**Kohn-Sham gap (alpha / beta)**: 6.94 / 5.83 eV

Here are the Löwdin charges for atoms 1 to 5, given in e: 0.939, -0.158, 0.357, -0.161, -0.164